Arrangement 1

The following is a quantum chemistry calculation of a molecular structure, C49H80N6P2STa, from OMol25.

ORCA input file:
```
! RIJCOSX wB97M-V def2-TZVPD def2/J DEFGRID3
* xyz 3 1
Ta 0.489 0.144 0.153
C -2.850 4.417 3.101
C -2.797 2.968 2.580
C -3.245 1.993 3.667
C -1.397 2.717 2.076
C -0.417 2.119 2.865
C 0.921 2.062 2.482
C 1.947 1.694 3.547
C 1.438 0.723 4.624
C 2.395 2.965 4.305
C 1.300 2.521 1.162
C 0.303 3.201 0.374
C -1.005 3.249 0.850
C 0.500 3.877 -0.972
C 0.198 2.820 -2.025
C 1.803 4.608 -1.299
C 2.778 2.714 0.873
C 3.275 3.946 1.298
C 4.612 4.284 1.187
C 5.500 3.368 0.642
C 5.029 2.145 0.204
C 3.673 1.799 0.295
P 3.236 0.159 -0.370
C 3.682 0.029 -2.210
C 5.073 0.561 -2.561
C 3.524 -1.445 -2.606
C 2.668 0.838 -3.013
C 4.220 -1.173 0.619
C 5.671 -1.304 0.141
C 4.255 -0.740 2.089
C 3.525 -2.538 0.476
H -3.868 4.667 3.401
H -2.534 5.129 2.337
H -2.196 4.532 3.970
H -3.482 2.892 1.729
H -2.698 2.157 4.597
H -3.108 0.952 3.359
H -4.302 2.150 3.882
H -0.686 1.767 3.854
H 2.824 1.272 3.058
H 0.782 1.236 5.330
H 2.289 0.344 5.191
H 0.890 -0.128 4.227
H 1.528 3.493 4.710
H 2.964 3.650 3.687
H 3.030 2.666 5.139
H -1.741 3.791 0.268
H -0.284 4.633 -1.038
H 0.960 2.037 -1.982
H 0.209 3.247 -3.030
H -0.778 2.374 -1.843
H 2.671 3.951 -1.349
H 2.006 5.402 -0.581
H 1.684 5.082 -2.276
H 2.576 4.661 1.717
H 4.960 5.251 1.531
H 6.551 3.607 0.542
H 5.734 1.443 -0.213
H 5.883 0.076 -2.026
H 5.142 1.638 -2.412
H 5.237 0.371 -3.624
H 4.330 -2.072 -2.236
H 3.546 -1.516 -3.696
H 2.567 -1.855 -2.266
H 2.751 1.906 -2.806
H 1.646 0.487 -2.846
H 2.885 0.704 -4.076
H 6.261 -0.410 0.336
H 5.763 -1.580 -0.905
H 6.127 -2.111 0.720
H 4.664 0.266 2.203
H 4.922 -1.417 2.629
H 3.283 -0.798 2.570
H 3.764 -3.027 -0.465
H 2.446 -2.487 0.572
H 3.885 -3.190 1.277
C -0.086 -5.983 3.411
C -0.508 -4.555 3.522
C -1.520 -4.142 4.389
C -1.870 -2.808 4.398
N -1.247 -1.903 3.620
C -0.291 -2.408 2.884
S 0.758 -1.179 2.065
N 0.118 -3.646 2.753
H -0.072 -6.457 4.392
H 0.892 -6.064 2.946
H -0.805 -6.532 2.797
H -2.011 -4.849 5.044
H -2.647 -2.420 5.045
N -0.935 -0.355 -0.872
P -2.315 -0.982 -1.567
N -3.204 -1.629 -0.369
C -2.677 -2.025 0.943
C -2.793 -3.531 1.156
C -4.236 -3.998 0.966
C -4.751 -3.567 -0.406
C -4.603 -2.062 -0.581
N -1.801 -2.036 -2.696
C -0.456 -2.637 -2.734
C 0.071 -2.565 -4.161
C -0.862 -3.361 -5.078
C -2.297 -2.832 -4.989
C -2.772 -2.779 -3.536
N -3.368 -0.007 -2.322
C -3.267 0.401 -3.740
C -2.819 1.842 -3.907
C -3.649 2.803 -3.051
C -3.745 2.324 -1.600
C -4.255 0.890 -1.550
H -3.239 -1.499 1.723
H -1.640 -1.721 1.005
H -2.450 -3.772 2.164
H -2.139 -4.041 0.439
H -4.871 -3.568 1.748
H -4.291 -5.082 1.058
H -5.806 -3.820 -0.512
H -4.197 -4.092 -1.190
H -5.236 -1.558 0.158
H -4.933 -1.756 -1.570
H -0.517 -3.689 -2.432
H 0.192 -2.112 -2.035
H 1.085 -2.970 -4.209
H 0.101 -1.514 -4.472
H -0.838 -4.415 -4.783
H -0.512 -3.299 -6.108
H -2.973 -3.483 -5.545
H -2.353 -1.839 -5.439
H -2.863 -3.803 -3.159
H -3.746 -2.298 -3.465
H -4.257 0.269 -4.186
H -2.567 -0.254 -4.247
H -2.909 2.114 -4.960
H -1.768 1.908 -3.642
H -4.660 2.877 -3.462
H -3.207 3.801 -3.093
H -4.431 2.964 -1.040
H -2.767 2.356 -1.110
H -5.250 0.842 -2.001
H -4.323 0.538 -0.524
*
```

These are the Mulliken partial charges, in e, on atoms 1 to 2: atom 1 (Ta): -0.307, atom 2 (C): -1.426

---

Arrangement 2

The following is a quantum chemistry calculation of a molecular structure, C49H80N6P2STa, from OMol25.

ORCA input file:
```
! RIJCOSX wB97M-V def2-TZVPD def2/J DEFGRID3
* xyz 3 1
Ta 0.787 -0.267 -0.386
C -1.688 -2.715 5.791
C -0.439 -3.154 5.031
C -0.656 -4.547 4.416
C 0.020 -2.162 3.988
C -0.769 -1.114 3.540
C -0.267 -0.081 2.772
C -1.165 1.096 2.546
C -1.344 1.869 3.862
C -2.532 0.699 1.981
C 1.128 -0.056 2.369
C 1.909 -1.237 2.749
C 1.329 -2.234 3.495
C 3.373 -1.427 2.421
C 3.556 -2.747 1.650
C 4.271 -1.475 3.667
C 1.873 1.292 2.351
C 2.527 1.487 3.575
C 3.339 2.574 3.846
C 3.520 3.545 2.874
C 2.831 3.422 1.683
C 1.994 2.329 1.397
P 1.200 2.463 -0.237
C -0.117 3.863 -0.271
C -0.582 4.057 -1.722
C -1.362 3.503 0.534
C 0.455 5.142 0.351
C 2.483 2.932 -1.578
C 2.723 4.433 -1.797
C 3.845 2.318 -1.275
C 1.952 2.292 -2.873
H -1.849 -3.386 6.635
H -2.581 -2.762 5.161
H -1.588 -1.702 6.190
H 0.385 -3.239 5.744
H -1.512 -4.531 3.739
H -0.866 -5.266 5.210
H 0.224 -4.898 3.870
H -1.794 -1.049 3.885
H -0.660 1.733 1.838
H -1.808 1.234 4.620
H -1.995 2.733 3.711
H -0.385 2.224 4.251
H -3.023 -0.049 2.609
H -2.451 0.297 0.972
H -3.187 1.572 1.962
H 1.944 -3.073 3.808
H 3.690 -0.588 1.818
H 3.395 -3.599 2.312
H 4.575 -2.826 1.264
H 2.857 -2.844 0.819
H 4.008 -2.317 4.310
H 4.210 -0.560 4.258
H 5.311 -1.605 3.358
H 2.381 0.746 4.353
H 3.826 2.659 4.811
H 4.166 4.398 3.046
H 2.943 4.202 0.942
H -0.974 3.132 -2.145
H 0.172 4.455 -2.390
H -1.398 4.784 -1.709
H -1.759 2.525 0.267
H -2.131 4.244 0.300
H -1.183 3.570 1.604
H 1.307 5.565 -0.172
H 0.716 4.992 1.399
H -0.343 5.891 0.322
H 3.251 4.895 -0.962
H 1.836 5.012 -2.020
H 3.378 4.524 -2.667
H 4.165 2.466 -0.244
H 4.592 2.796 -1.915
H 3.846 1.266 -1.511
H 0.992 2.697 -3.191
H 1.850 1.200 -2.774
H 2.667 2.482 -3.678
C 6.644 -2.277 -2.753
C 5.542 -1.720 -1.918
C 5.767 -0.806 -0.882
C 4.678 -0.296 -0.221
N 3.418 -0.650 -0.537
C 3.319 -1.551 -1.505
S 1.658 -2.003 -1.863
N 4.281 -2.098 -2.201
H 7.606 -2.212 -2.249
H 6.706 -1.699 -3.681
H 6.428 -3.305 -3.038
H 6.769 -0.491 -0.621
H 4.798 0.430 0.573
N -0.881 -0.288 -1.096
P -2.185 -0.973 -1.907
N -1.707 -1.272 -3.420
C -0.546 -0.661 -4.112
C -0.993 0.355 -5.157
C -1.977 -0.283 -6.140
C -3.170 -0.867 -5.381
C -2.691 -1.883 -4.354
N -3.465 0.003 -1.763
C -3.281 1.455 -1.993
C -4.225 2.247 -1.099
C -5.674 1.812 -1.341
C -5.815 0.300 -1.150
C -4.849 -0.439 -2.063
N -2.668 -2.398 -1.303
C -3.370 -2.479 0.004
C -2.417 -2.904 1.113
C -1.763 -4.242 0.766
C -1.029 -4.132 -0.563
C -1.971 -3.660 -1.661
H 0.023 -1.460 -4.596
H 0.089 -0.187 -3.376
H -0.114 0.730 -5.686
H -1.480 1.199 -4.651
H -1.472 -1.078 -6.700
H -2.318 0.460 -6.859
H -3.863 -1.354 -6.067
H -3.705 -0.059 -4.870
H -2.198 -2.715 -4.866
H -3.524 -2.290 -3.783
H -3.499 1.696 -3.040
H -2.241 1.697 -1.791
H -4.105 3.313 -1.307
H -3.967 2.065 -0.054
H -5.979 2.088 -2.356
H -6.333 2.336 -0.650
H -6.833 -0.019 -1.376
H -5.602 0.040 -0.107
H -5.091 -0.199 -3.104
H -4.930 -1.515 -1.932
H -4.167 -3.221 -0.089
H -3.826 -1.515 0.223
H -2.972 -2.975 2.053
H -1.640 -2.139 1.227
H -2.538 -5.013 0.695
H -1.068 -4.543 1.545
H -0.611 -5.098 -0.851
H -0.201 -3.421 -0.460
H -2.736 -4.423 -1.828
H -1.433 -3.513 -2.594
*
```

These are the Mulliken partial charges, in e, on atoms 1 to 2: atom 1 (Ta): 0.531, atom 2 (C): -1.689

---

Q: Which of them is the most stable? A: arrangement 2.

---

Arrangement 1

The following is a quantum chemistry calculation of 2 unconnected molecules or ions with the total composition C5H11N2O2, from OMol25.

ORCA input file:
```
! RIJCOSX wB97M-V def2-TZVPD def2/J DEFGRID3
* xyz 1 1
C -1.770 2.295 -2.137
C 1.158 -0.778 0.042
C 0.915 0.105 1.260
C 0.108 -1.883 0.185
C -0.642 0.025 1.398
N -0.999 -1.221 0.843
N -1.031 1.190 0.650
O -2.437 3.286 -1.691
O -1.311 1.045 -0.549
H -0.728 2.365 -2.429
H 0.986 -0.216 -0.879
H 2.174 -1.167 0.021
H 1.339 -0.326 2.167
H 1.288 1.122 1.149
H -0.211 -2.284 -0.780
H 0.489 -2.715 0.792
H -0.987 0.218 2.417
H -2.368 1.473 -2.519
H -1.936 4.077 -1.421
H -1.681 -1.791 1.317
*
```

These are the Mulliken partial charges, in e, on atoms 1 to 2: atom 1 (C): 0.163, atom 2 (C): -0.446

---

Arrangement 2

The following is a quantum chemistry calculation of a gas-phase ion, C5H11N2O2 (charge +1), from OMol25.

ORCA input file:
```
! RIJCOSX wB97M-V def2-TZVPD def2/J DEFGRID3
* xyz 1 1
C 1.920 -0.145 0.502
C 0.131 -0.614 -1.044
C 0.915 0.711 1.343
C -0.941 0.368 -0.054
C -1.928 1.105 -0.905
N -1.390 -0.735 0.765
N 1.084 -1.238 -0.085
O -2.554 -1.045 0.724
O -0.123 1.299 0.573
H 2.467 0.507 -0.377
H 2.760 -0.623 1.020
H -0.502 -1.442 -1.468
H 0.725 0.001 -1.606
H 0.383 -0.068 2.124
H 1.505 1.582 1.705
H -2.594 1.708 -0.405
H -2.538 0.337 -1.610
H -1.543 1.944 -1.425
H 1.572 -1.967 -0.582
H 0.650 -1.686 0.805
*
```

## Properties
SMILES: C[C@@]1(N=O)C[NH2+]CCO1

These are the Mulliken partial charges, in e, on atoms 1 to 2: atom 1 (C): -0.522, atom 2 (C): -1.091

---

Q: Which of them is the most stable? A: arrangement 1.

---

Arrangement 1

The following is a quantum chemistry calculation of a molecular structure, C40H31F9N4O2PPtS, from OMol25.

ORCA input file:
```
! RIJCOSX wB97M-V def2-TZVPD def2/J DEFGRID3
* xyz 1 1
Pt -0.179 2.311 -0.527
C 4.133 3.144 -3.637
N 3.361 2.688 -2.487
C 3.864 2.074 -1.365
C 2.811 1.812 -0.550
N 1.676 2.266 -1.180
C 2.038 2.782 -2.347
H 4.691 2.310 -4.054
H 4.813 3.936 -3.333
H 3.448 3.529 -4.387
H 4.913 1.863 -1.257
H 2.760 1.327 0.407
H 1.368 3.229 -3.063
F -4.193 -1.842 4.736
C -3.142 -1.082 4.441
F -2.052 -1.722 4.970
F -3.261 0.067 5.123
C -2.976 -0.868 2.957
C -3.018 0.402 2.403
C -2.858 0.548 1.026
C -2.650 -0.558 0.206
C -2.616 -1.829 0.787
C -2.777 -1.986 2.152
P -2.494 -0.254 -1.607
C -3.199 -1.831 -2.223
C -4.588 -1.880 -2.330
C -5.226 -3.035 -2.752
C -4.470 -4.146 -3.093
C -3.086 -4.107 -3.012
C -2.453 -2.953 -2.576
C -5.141 -5.424 -3.521
F -6.390 -5.216 -3.960
F -5.219 -6.295 -2.497
F -4.462 -6.036 -4.504
C -0.715 -0.535 -1.970
C -0.341 -0.236 -3.284
C 0.941 -0.490 -3.735
C 1.879 -1.019 -2.855
C 1.537 -1.272 -1.538
C 0.240 -1.044 -1.099
C 3.257 -1.329 -3.363
F 4.039 -1.886 -2.426
F 3.228 -2.158 -4.414
F 3.898 -0.209 -3.786
H -3.196 1.267 3.027
H -2.940 1.537 0.581
H -2.481 -2.702 0.160
H -2.767 -2.975 2.594
H -5.179 -1.005 -2.085
H -6.304 -3.067 -2.832
H -2.503 -4.974 -3.293
H -1.372 -2.933 -2.518
H -1.074 0.180 -3.966
H 1.207 -0.297 -4.767
H 2.274 -1.671 -0.858
H -0.016 -1.260 -0.070
S -1.534 5.073 -3.913
C -1.306 3.960 -2.810
N -1.164 3.101 -2.003
C 3.833 1.751 3.338
O 2.602 1.038 3.266
C 2.533 -0.045 2.470
C 3.578 -0.513 1.679
C 3.434 -1.686 0.951
C 2.248 -2.404 0.990
C 1.197 -1.930 1.757
C 1.328 -0.757 2.484
N 0.278 -0.423 3.384
C -0.180 0.710 3.855
C 0.054 2.047 3.484
C -0.205 3.008 4.491
C 0.059 4.335 4.292
C 0.568 4.731 3.047
C 0.771 3.826 2.029
C 0.488 2.455 2.202
O 0.572 1.570 1.236
H 3.670 2.548 4.056
H 4.090 2.183 2.368
H 4.640 1.103 3.684
H 4.520 0.017 1.657
H 4.264 -2.045 0.358
H 2.142 -3.323 0.432
H 0.262 -2.477 1.809
H -0.147 -1.235 3.809
H -0.851 0.570 4.694
H -0.593 2.668 5.444
H -0.124 5.061 5.071
H 0.796 5.775 2.869
H 1.142 4.166 1.071
*
```

These are the Mulliken partial charges, in e, on atoms 1 to 2: atom 1 (Pt): 1.602, atom 2 (C): -0.873

---

Arrangement 2

The following is a quantum chemistry calculation of a molecular structure, C40H31F9N4O2PPtS, from OMol25.

ORCA input file:
```
! RIJCOSX wB97M-V def2-TZVPD def2/J DEFGRID3
* xyz 1 1
Pt -0.182 2.292 -0.546
C 3.990 3.268 -3.802
N 3.269 2.764 -2.639
C 3.821 2.108 -1.566
C 2.804 1.809 -0.718
N 1.644 2.283 -1.279
C 1.953 2.847 -2.439
H 4.532 2.454 -4.276
H 4.681 4.050 -3.497
H 3.272 3.681 -4.506
H 4.875 1.896 -1.512
H 2.796 1.286 0.218
H 1.253 3.320 -3.107
F -4.148 -2.181 4.594
C -3.098 -1.406 4.337
F -2.007 -2.077 4.820
F -3.210 -0.299 5.088
C -2.945 -1.104 2.867
C -2.990 0.197 2.388
C -2.848 0.424 1.020
C -2.655 -0.633 0.133
C -2.612 -1.935 0.639
C -2.755 -2.172 1.995
P -2.539 -0.229 -1.666
C -3.262 -1.778 -2.332
C -4.654 -1.828 -2.394
C -5.303 -2.964 -2.849
C -4.556 -4.055 -3.267
C -3.170 -4.013 -3.231
C -2.526 -2.880 -2.763
C -5.239 -5.313 -3.732
F -6.503 -5.089 -4.118
F -5.280 -6.232 -2.748
F -4.592 -5.875 -4.766
C -0.776 -0.482 -2.110
C -0.461 -0.109 -3.424
C 0.795 -0.326 -3.948
C 1.772 -0.892 -3.145
C 1.492 -1.220 -1.832
C 0.214 -1.028 -1.316
C 3.127 -1.161 -3.731
F 3.955 -1.762 -2.861
F 3.055 -1.932 -4.824
F 3.740 -0.013 -4.119
H -3.160 1.024 3.063
H -2.938 1.437 0.634
H -2.489 -2.770 -0.040
H -2.742 -3.185 2.377
H -5.238 -0.967 -2.088
H -6.383 -2.996 -2.894
H -2.595 -4.864 -3.573
H -1.444 -2.858 -2.741
H -1.227 0.338 -4.047
H 1.011 -0.073 -4.979
H 2.259 -1.645 -1.217
H 0.008 -1.300 -0.291
S -1.685 5.180 -3.762
C -1.407 4.025 -2.714
N -1.230 3.135 -1.950
C 4.016 1.772 3.467
O 2.771 1.080 3.505
C 2.715 -0.168 3.006
C 3.788 -0.834 2.422
C 3.652 -2.151 2.013
C 2.447 -2.821 2.164
C 1.370 -2.156 2.720
C 1.493 -0.840 3.129
N 0.413 -0.283 3.862
C -0.065 0.925 4.051
C 0.133 2.188 3.442
C -0.160 3.270 4.313
C 0.054 4.568 3.948
C 0.546 4.824 2.667
C 0.777 3.813 1.768
C 0.549 2.457 2.096
O 0.658 1.511 1.183
H 3.836 2.727 3.950
H 4.336 1.941 2.436
H 4.785 1.223 4.012
H 4.743 -0.339 2.322
H 4.504 -2.660 1.581
H 2.348 -3.852 1.855
H 0.421 -2.662 2.857
H -0.033 -0.972 4.453
H -0.747 0.946 4.891
H -0.532 3.044 5.305
H -0.154 5.377 4.632
H 0.734 5.845 2.361
H 1.129 4.052 0.772
*
```

These are the Mulliken partial charges, in e, on atoms 1 to 2: atom 1 (Pt): 1.601, atom 2 (C): -0.872

---

Q: Which of them is the most stable? A: arrangement 2.